{"formula": "BF4H30O15", "method": "ωB97M-V with the def2-TZVPD basis set", "species": ["F", "F", "F", "F", "O", "O", "O", "O", "O", "O", "O", "O", "O", "O", "O", "O", "O", "O", "O", "B", "H", "H", "H", "H", "H", "H", "H", "H", "H", "H", "H", "H", "H", "H", "H", "H", "H", "H", "H", "H", "H", "H", "H", "H", "H", "H", "H", "H", "H", "H"], "coordinates": [[0.3569, 1.3521, -0.7065], [0.2767, -0.4136, -2.1276], [-1.1263, -0.3093, -0.2999], [1.0491, -0.6224, 0.0881], [-2.8806, -1.9352, 0.7997], [-1.0432, -2.8327, -2.9780], [-0.0942, -0.8029, 2.8968], [2.7636, 2.4439, -0.9376], [-1.5803, 2.8289, -1.6000], [-3.7125, 1.1551, -0.3054], [-0.1514, 3.0826, 2.0261], [1.7158, -2.6844, 2.2094], [1.4256, 1.4687, -3.5564], [0.8032, -3.4711, -0.1549], [2.0173, 1.7474, 1.8839], [-1.9849, 1.0414, 2.2041], [-3.1713, -1.1799, -2.2215], [3.7423, -1.0578, -1.0726], [3.6363, -0.8170, 1.8944], [0.1402, -0.0322, -0.7809], [-0.7874, -0.1730, 2.6299], [-3.4341, -1.3244, 1.3286], [1.0691, -1.9733, 2.2613], [-0.0398, -3.9488, -0.2495], [-2.5004, 1.3581, 1.5317], [-2.4247, 1.2943, 2.9799], [1.2363, 2.3023, 1.7594], [1.6257, 1.0036, 1.4579], [4.6155, -1.4192, -1.1981], [-2.8101, -0.7833, -3.0485], [3.1075, -1.6248, 2.0119], [0.5438, -2.5758, -0.2713], [-4.1311, 1.3190, -1.1594], [0.8941, 0.7608, -3.3188], [1.3655, 1.5782, -4.5133], [-2.1535, -1.3006, 0.4973], [-0.7652, 2.3250, 1.7761], [-1.6196, -2.2161, -2.5509], [-3.8230, 1.9578, 0.2083], [-2.9190, -0.5663, -1.5481], [1.4186, -3.1224, 1.3908], [-0.0420, 3.5623, 1.1922], [-0.7761, 2.4127, -1.3794], [-2.2802, 2.4731, -1.0295], [-0.1950, -2.5694, -2.7339], [3.3354, -0.1601, 2.5236], [1.8920, 2.0799, -0.7351], [0.5324, -0.4200, 3.5106], [3.3497, 1.9121, -0.4204], [3.5332, -1.1231, -0.1645]], "mulliken_charge": [-0.479, -0.382, 0.303, 0.724, -0.688, -0.698, -0.676, -0.692, -0.722, -0.649, -0.778, -0.854, -0.584, -0.724, -0.702, -0.628, -0.780, -0.619, -0.748, -0.098, 0.302, 0.325, 0.258, 0.346, 0.142, 0.208, 0.480, -0.002, 0.239, 0.342, 0.434, 0.317, 0.284, 0.315, 0.268, 0.365, 0.512, 0.426, 0.277, 0.306, 0.544, 0.415, 0.367, 0.346, 0.294, 0.244, 0.237, 0.287, 0.357, 0.239], "homo_lumo_gap_ev": 8.36, "total_charge": -1, "e_above_lowest_kj_mol": 105.8, "e_tot_ev": -42755.5230, "e_homo_ev": -6.87}

=====

{"formula": "H13O6", "method": "ωB97M-V with the def2-TZVPD basis set", "species": ["O", "O", "O", "O", "O", "O", "H", "H", "H", "H", "H", "H", "H", "H", "H", "H", "H", "H", "H"], "coordinates": [[-0.8275, -2.2959, 1.6958], [-2.1308, 0.4804, -1.3776], [0.5632, -0.0650, 0.7587], [2.8586, -1.1409, -0.3628], [0.4579, 1.3934, -1.7378], [-1.6104, 1.6286, 0.9871], [-0.0085, -0.7578, 0.8906], [1.2642, -0.3912, 0.1892], [-1.2114, 0.5469, -1.7283], [-0.6575, -3.1819, 1.3601], [-1.6846, 2.5666, 0.8597], [3.7028, -0.7301, -0.1121], [-1.6838, -2.4452, 1.8765], [0.5706, 2.2597, -1.6298], [-2.1150, 1.1648, -0.6050], [3.1673, -2.1012, -0.2560], [1.1763, 1.2585, -2.3518], [0.3228, 0.4526, -0.1739], [-2.1542, 1.3577, 1.7177]], "mulliken_charge": [-0.650, -0.669, -0.262, -0.698, -0.613, -0.607, 0.445, 0.409, 0.378, 0.325, 0.314, 0.341, 0.285, 0.246, 0.367, 0.338, 0.310, 0.450, 0.291], "homo_lumo_gap_ev": 10.38, "total_charge": 1, "e_above_lowest_kj_mol": 247.4, "e_tot_ev": -12487.9609, "e_homo_ev": -13.73}

=====

{"formula": "C20H60N12O8", "method": "ωB97M-V with the def2-TZVPD basis set", "species": ["O", "O", "O", "O", "O", "O", "O", "O", "N", "N", "N", "N", "N", "N", "N", "N", "N", "N", "N", "N", "C", "C", "C", "C", "C", "C", "C", "C", "C", "C", "C", "C", "C", "C", "C", "C", "C", "C", "C", "C", "H", "H", "H", "H", "H", "H", "H", "H", "H", "H", "H", "H", "H", "H", "H", "H", "H", "H", "H", "H", "H", "H", "H", "H", "H", "H", "H", "H", "H", "H", "H", "H", "H", "H", "H", "H", "H", "H", "H", "H", "H", "H", "H", "H", "H", "H", "H", "H", "H", "H", "H", "H", "H", "H", "H", "H", "H", "H", "H", "H"], "coordinates": [[1.4753, -4.2169, -6.8929], [-4.1223, 1.7041, 3.4958], [-0.2086, 4.1173, 2.6069], [0.8483, -1.2491, -1.4207], [-2.8835, 2.3398, -2.1676], [-0.5599, -0.4139, 3.7520], [4.7898, 0.2838, -0.9114], [3.4407, -4.5871, -3.7178], [4.2532, -3.6301, -1.9428], [-2.8654, 5.7883, -0.4892], [-2.5177, -0.0300, -0.5144], [3.5067, -3.2666, -6.7857], [0.4486, 3.1762, 0.5917], [2.3299, 0.9139, -0.2388], [-1.7514, -2.4224, 6.6590], [1.7623, -2.2807, -6.0633], [3.7675, -5.7806, -1.9240], [-6.1897, 1.6058, 2.5692], [1.8545, 4.1176, 1.8296], [-4.8279, 0.0961, 2.1037], [6.1454, -0.2822, -1.1159], [-2.9845, 3.7954, -2.1872], [-2.9091, 4.2992, -0.6674], [-1.1577, -0.3493, -0.2969], [-1.2532, -2.3760, 5.2892], [-2.7966, 1.8064, -3.4719], [-1.4499, -0.9034, 4.7415], [0.5973, 3.7674, 1.7279], [-1.2680, -1.5440, 0.6236], [-0.3996, -0.5179, -1.6010], [-4.9912, 1.1824, 2.7916], [3.8167, -4.6887, -2.5915], [3.3007, 0.7420, 0.8598], [-1.9439, -3.3454, 4.3585], [2.2132, -3.3155, -6.6490], [-0.6335, 0.9569, 3.4640], [3.0744, -0.7074, 1.3236], [4.7237, 0.9158, 0.3000], [1.4189, -1.8210, -2.6119], [-4.2529, 3.8958, 0.0557], [-1.7593, -2.3786, 0.1234], [2.0402, -0.8395, 1.6415], [4.5900, -3.7443, -0.9975], [-3.6567, 1.8752, -4.1380], [1.4636, -0.9539, -3.2709], [-1.7507, -3.3998, 6.9135], [3.7811, -1.1719, 2.0112], [-5.5247, -0.5309, 1.7274], [6.2625, -0.4914, -2.1792], [4.8988, 1.9854, 0.1845], [-3.7947, 4.2560, -2.7524], [-0.4649, 1.6285, 4.3058], [3.2502, -6.5081, -2.3964], [-6.4032, 2.4021, 3.1526], [4.3399, -5.9511, -1.1095], [-3.0585, -0.2658, 0.3054], [-3.9147, -0.2918, 2.2928], [-0.4281, 2.6895, 0.4702], [-2.5728, 0.7536, -3.2998], [-4.2715, 4.1989, 1.1026], [0.1048, 1.0456, 2.6671], [0.7773, -2.2929, -5.8400], [0.7914, -2.5646, -3.1032], [3.0985, 1.4742, 1.6415], [-5.0765, 4.3251, -0.5148], [1.7697, 0.0830, -0.3653], [3.1534, -1.3918, 0.4790], [-0.5475, 0.4041, 0.2013], [2.2847, 3.9833, 0.9257], [-0.2534, -1.9121, 0.7758], [-6.8783, 1.2311, 1.9325], [6.8252, 0.5122, -0.8077], [-1.5857, -3.1747, 3.3433], [-3.3810, 6.2890, -1.1989], [-2.7188, -2.1414, 6.5867], [4.1178, -2.6843, -2.2704], [-1.5127, 1.2783, 2.9056], [-2.1489, 4.2153, -2.7470], [2.2474, 4.7049, 2.5513], [5.4393, 0.7153, 1.0974], [-2.4293, -0.7328, 4.2944], [-0.2277, -2.7151, 5.1422], [4.1281, -4.0101, -7.0709], [2.3154, -1.5217, -5.6916], [-1.6643, -1.3040, 1.6103], [-1.9505, 2.2006, -4.0348], [1.2396, 2.7308, 0.1489], [-0.1631, 0.4093, -2.1229], [3.0505, 0.6415, -0.8919], [-1.1024, -1.1024, -2.1948], [-2.0381, 3.8942, -0.1522], [-1.9519, 6.1897, -0.6461], [-3.0229, -3.2109, 4.2833], [-4.4337, 2.8212, 0.0344], [6.4668, -1.1931, -0.6109], [-2.5937, 0.9546, -0.7259], [-1.7760, -4.4048, 4.5527], [-1.4272, -0.2284, 5.5970], [2.4287, -2.1572, -2.3768], [3.8189, -2.3991, -6.3735]], "mulliken_charge": [-0.680, -0.664, -0.704, 0.054, -0.205, -0.204, -0.433, -0.588, -0.293, -0.765, -0.487, -0.350, -0.088, -0.421, -0.730, -0.418, -0.451, -0.441, -0.325, -0.337, -0.903, -0.903, 1.691, 3.195, 0.315, -0.884, -0.660, 0.538, -1.585, -1.500, 0.696, 0.693, 0.512, -1.255, 0.754, -0.170, -1.182, -1.046, -0.560, -1.444, 0.341, 0.133, 0.111, 0.302, 0.504, 0.305, 0.470, 0.175, 0.259, 0.398, 0.366, 0.524, 0.240, 0.275, 0.177, 0.231, 0.110, -0.219, 0.204, 0.361, -0.427, 0.181, 0.401, 0.383, 0.355, -0.289, 0.141, -1.496, 0.206, 0.433, 0.158, 0.428, 0.133, 0.228, 0.288, 0.140, 0.216, 0.364, 0.219, 0.578, 0.178, 0.267, 0.216, 0.164, 0.069, 0.382, 0.373, 0.479, 0.531, 0.635, -0.716, 0.281, 0.325, 0.234, 0.314, 0.179, 0.425, 0.476, -0.637, 0.146], "homo_lumo_gap_ev": 9.31, "total_charge": 0, "e_above_lowest_kj_mol": 657.3, "smiles": "COC[C@H](C)N.COC[C@H](C)N.COC[C@H](C)N.COC[C@H](C)N.NC(N)=O.NC(N)=O.NC(N)=O.NC(N)=O", "e_tot_ev": -55971.2278, "e_homo_ev": -9.09}

=====

{"formula": "C42H39CuIN4O2S", "method": "ωB97M-V with the def2-TZVPD basis set", "species": ["I", "Cu", "S", "O", "O", "N", "N", "N", "N", "C", "C", "C", "C", "C", "C", "C", "C", "C", "C", "C", "C", "C", "C", "C", "C", "C", "C", "C", "C", "C", "C", "C", "C", "C", "C", "C", "C", "C", "C", "C", "C", "C", "C", "C", "C", "C", "C", "C", "C", "C", "C", "H", "H", "H", "H", "H", "H", "H", "H", "H", "H", "H", "H", "H", "H", "H", "H", "H", "H", "H", "H", "H", "H", "H", "H", "H", "H", "H", "H", "H", "H", "H", "H", "H", "H", "H", "H", "H", "H", "H"], "coordinates": [[2.8033, 1.8495, -1.7979], [0.7721, -0.2434, 0.4102], [-1.7728, 2.7465, -0.4838], [0.1991, 0.3303, 2.0386], [2.1869, -0.7668, -0.6205], [-0.5455, 4.3698, -2.1729], [0.1477, 0.5715, -1.7709], [-0.3846, -1.8515, 0.1972], [0.4454, 4.2414, -0.2220], [-1.0426, -0.9341, 3.7071], [-2.8392, 1.9411, 2.6955], [-0.0826, -2.8620, 4.7847], [-1.6148, 1.4056, 3.0657], [4.9670, -2.0311, -1.1062], [-0.8071, 2.1280, 3.9394], [0.6398, 5.1705, -2.3745], [-1.1057, -2.8616, 5.7149], [-1.0968, -0.2083, -3.6486], [-1.4259, -1.8505, 1.0304], [5.8905, -1.8055, -3.3069], [-1.9761, -0.5377, 1.4452], [-0.5878, 3.7921, -0.9498], [-1.0489, 0.0789, 2.5551], [-1.3299, -4.2357, 1.1786], [1.1019, 0.9417, -2.5971], [0.1742, -2.9963, -0.2077], [-1.9248, -3.0435, 1.5422], [-0.0531, -1.9034, 3.7879], [2.8681, -2.6891, 0.6914], [3.5243, -2.1134, -3.0067], [-0.9348, 0.0098, -2.2910], [1.2705, -2.9118, -1.2167], [4.6203, -1.9475, -3.8359], [1.2832, 5.1527, -0.9786], [-2.4314, 3.8873, 4.0419], [3.2411, -2.4455, 3.0584], [6.0580, -1.8553, -1.9364], [-3.2424, 3.1738, 3.1798], [2.4981, -2.1021, -0.6680], [-2.1023, -1.9032, 5.6395], [-0.2771, -4.2164, 0.2792], [3.3843, -4.6091, 2.0469], [3.4267, -3.8103, 3.1773], [-2.0745, -0.9487, 4.6392], [3.1178, -4.0509, 0.8116], [0.8683, 3.7093, 1.0384], [2.9589, -1.8878, 1.8215], [-0.0855, 0.1915, -4.5108], [3.6861, -2.1611, -1.6278], [-1.2094, 3.3586, 4.4216], [1.0414, 0.7892, -3.9752], [-2.7516, -3.0212, 2.2316], [3.6264, -4.2510, 4.1429], [7.0394, -1.7311, -1.5048], [1.2948, 4.7110, -3.1242], [-0.1905, 0.0604, -5.5794], [-1.1317, -3.6045, 6.4970], [-2.8647, -0.2133, 4.5768], [-3.4958, 1.4162, 2.0212], [0.7405, -1.9080, 3.0565], [0.8904, -2.3620, -2.0816], [2.5402, -2.1919, -3.4456], [6.7366, -1.6380, -3.9578], [3.5616, -5.6713, 2.1257], [-1.7060, -0.2737, -1.5905], [0.6917, -3.6144, 4.8277], [3.3074, -1.8138, 3.9320], [5.1108, -2.0562, -0.0362], [4.4869, -1.9127, -4.9068], [1.2812, 6.1435, -0.5137], [1.8478, 3.2364, 0.9336], [-2.7524, 4.8471, 4.4185], [-2.0072, -0.6521, -4.0188], [2.8078, -0.8182, 1.7338], [-1.9618, 0.1772, 0.6209], [-4.1983, 3.5758, 2.8775], [1.8548, 1.1304, -4.5969], [3.1196, -4.6756, -0.0695], [0.1516, 2.9596, 1.3671], [-1.6832, -5.1714, 1.5894], [-2.9073, -1.9016, 6.3602], [-0.5720, 3.9048, 5.1018], [0.9259, 4.4970, 1.7910], [0.1799, -5.1351, -0.0547], [0.3890, 6.1813, -2.7103], [-1.2325, 4.1784, -2.8774], [2.3100, 4.7785, -1.0099], [1.5748, -3.9138, -1.5201], [0.1461, 1.7110, 4.2279], [-2.9859, -0.6581, 1.8337]], "mulliken_charge": [-0.162, -0.187, -0.391, -0.681, -0.233, -0.092, 1.241, 1.763, 0.213, -0.690, 0.257, -0.576, -1.041, -0.328, -0.173, -0.480, -0.677, -1.024, 0.059, -0.587, -1.792, 0.195, 4.043, -1.046, -0.152, 0.073, -0.707, 0.467, -0.382, -0.515, -0.160, -1.149, -0.913, -0.537, -0.551, -0.802, -0.972, -0.959, 2.593, -0.942, -1.073, -1.065, -0.471, -0.576, -0.206, -0.347, 0.187, -0.464, -0.780, -0.758, -0.665, 0.556, 0.473, 0.396, 0.238, 0.435, 0.413, 0.441, 0.372, -0.320, 0.507, 0.346, 0.399, 0.444, 0.064, 0.461, 0.382, 0.416, 0.420, 0.337, 0.267, 0.411, 0.515, 0.565, -0.168, 0.436, 0.518, 0.452, -0.355, 0.427, 0.421, 0.430, 0.355, 0.518, 0.330, 0.196, 0.214, 0.624, 0.333, 0.945], "homo_lumo_gap_ev": [8.19, 7.33], "spin_multiplicity": 2, "total_charge": 0, "s_squared": 0.754, "e_tot_ev": -117819.0396, "e_homo_ev": [-7.74, -7.74]}